The following is a DFT calculation (wB97M-V/def2-TZVPD) of 2 unconnected molecules or ions with the total composition C2H4OS at a distorted geometry.

As for the HOMO-LUMO gap: 10.1 eV. The spin multiplicity is 1. The energy above the lowest of the compared OMol25 structures with the same formula, charge and spin comes out at 76.6 kcal per mole. The total energy comes out at -551.9067 Eh. Its LUMO energy is -0.01 eV. Its highest occupied orbital energy is -10.148 eV.

CARTESIAN COORDINATES (ANGSTROEM)
C 0.797 1.612 0.693
C -0.116 -0.384 -0.668
O -0.431 -1.035 0.507
S 0.889 1.796 2.233
H -1.206 -1.522 0.378
H -0.783 0.447 -1.039
H -0.015 -0.996 -1.577
H 0.866 0.083 -0.528